No. 1
Molecular formula: C39H50CrIN5O2
Method: DFT, the ωB97M-V functional and the def2-TZVPD basis

XYZ file:
```
98
Properties=species:S:1:pos:R:3:forces:R:3:lowdin_spin:R:1
Cr 0.539088 0.881365 -0.488897 0.0 0.0 0.0 2.961
C 5.434248 3.056316 3.036660 0.0 0.0 0.0 0.003
C 4.617861 3.909424 2.059957 0.0 0.0 0.0 0.006
C 3.250548 3.361566 1.794165 0.0 0.0 0.0 0.060
C 2.054042 3.711550 2.394660 0.0 0.0 0.0 0.072
C 1.829801 4.716310 3.481249 0.0 0.0 0.0 0.008
C 1.904292 4.111383 4.887260 0.0 0.0 0.0 0.004
C 1.064978 2.845331 1.850237 0.0 0.0 0.0 0.055
C -0.221469 2.670228 2.388486 0.0 0.0 0.0 0.071
C -1.066684 1.618853 2.144450 0.0 0.0 0.0 0.019
C -2.373817 1.478175 2.780711 0.0 0.0 0.0 -0.019
C -2.917714 2.378736 3.843383 0.0 0.0 0.0 -0.002
C -2.317945 2.094790 5.223573 0.0 0.0 0.0 0.000
C -2.968992 0.409947 2.209003 0.0 0.0 0.0 -0.005
C -2.038423 -0.087447 1.196638 0.0 0.0 0.0 -0.004
C -2.389387 -1.020205 0.250803 0.0 0.0 0.0 0.120
C -1.597562 -1.419884 -0.848031 0.0 0.0 0.0 0.043
N -0.346972 -0.928624 -1.121879 0.0 0.0 0.0 0.003
C 0.180433 -1.747618 -2.077633 0.0 0.0 0.0 0.063
C 1.566680 -1.793223 -2.378264 0.0 0.0 0.0 0.074
C 2.544809 -1.108977 -1.713125 0.0 0.0 0.0 0.012
N 2.369745 -0.147885 -0.744589 0.0 0.0 -0.1 0.062
C 3.608497 0.411930 -0.538867 0.0 0.0 0.0 0.025
C 3.890836 1.531358 0.187696 0.0 0.0 0.0 0.045
C 2.945964 2.302866 0.896945 0.0 0.0 0.0 0.067
N 1.613862 2.040589 0.893822 0.0 0.0 0.0 -0.004
C 4.617556 -0.302494 -1.318375 0.0 0.0 0.0 -0.008
C 3.965977 -1.232302 -2.043280 0.0 0.0 0.0 0.003
C 4.540073 -2.222477 -3.005773 0.0 0.0 0.0 0.001
C 4.613296 -3.635390 -2.419261 0.0 0.0 0.0 0.001
C 6.069406 0.056297 -1.366614 0.0 0.0 0.0 -0.001
C 6.339260 1.184575 -2.367001 0.0 0.0 0.0 0.000
C -0.783290 -2.683039 -2.521166 0.0 0.0 0.0 0.064
C -1.911289 -2.480336 -1.732344 0.0 0.0 0.0 0.077
C -3.218255 -3.206537 -1.791004 0.0 0.0 0.0 0.009
C -4.314473 -2.380941 -2.472622 0.0 0.0 0.0 0.005
C -0.554749 -3.771856 -3.522991 0.0 0.0 0.0 0.007
C 0.014332 -5.045998 -2.890328 0.0 0.0 0.0 0.004
N -0.872275 0.614567 1.234825 0.1 0.0 0.0 0.100
C -4.358417 -0.100364 2.433581 0.0 0.0 0.0 0.000
C -5.365928 0.514221 1.456706 0.0 0.0 0.0 0.001
H 6.437189 3.466370 3.193093 0.0 0.0 0.0 0.000
H 5.532748 2.037799 2.657553 0.0 0.0 0.0 0.000
H 4.933830 2.995012 4.005093 0.0 0.0 0.0 0.000
H 5.169617 3.997062 1.118253 0.0 0.0 0.0 0.001
H 4.532910 4.927215 2.454519 0.0 0.0 0.0 0.000
H 0.853986 5.192462 3.348141 0.0 0.0 0.0 0.001
H 2.571061 5.517801 3.396081 0.0 0.0 0.0 0.001
H 1.171261 3.309946 4.993629 0.0 0.0 0.0 0.000
H 1.712493 4.860287 5.662303 0.0 0.0 0.0 0.001
H 2.889815 3.677138 5.066946 0.0 0.0 0.0 0.000
H -0.546731 3.403789 3.117263 0.0 0.0 0.0 0.004
H -4.005369 2.271989 3.890128 0.0 0.0 0.0 0.000
H -2.727073 3.418995 3.565822 0.0 0.0 0.0 0.000
H -2.543961 1.072669 5.535340 0.0 0.0 0.0 0.000
H -2.707906 2.780585 5.981198 0.0 0.0 0.0 0.000
H -1.231991 2.195192 5.194479 0.0 0.0 0.0 0.001
H -3.362976 -1.486748 0.347986 0.0 0.0 0.0 0.008
H 1.879507 -2.493431 -3.144189 0.0 0.0 0.0 0.004
H 4.923180 1.857809 0.224721 0.0 0.0 0.0 0.002
H 5.540796 -1.899843 -3.307034 0.0 0.0 0.0 0.000
H 3.937156 -2.239405 -3.918717 0.0 0.0 0.0 0.000
H 5.257923 -3.647081 -1.537966 0.0 0.0 0.0 0.000
H 5.005679 -4.354514 -3.143771 0.0 0.0 0.0 0.000
H 3.622478 -3.966360 -2.105270 0.0 0.0 0.0 0.001
H 6.660078 -0.824307 -1.637721 0.0 0.0 0.0 0.000
H 6.407918 0.357946 -0.371524 0.0 0.0 0.0 0.000
H 6.082909 0.863460 -3.378524 0.0 0.0 0.0 0.000
H 7.389885 1.489082 -2.354678 0.0 0.0 0.0 0.000
H 5.715124 2.050691 -2.143398 0.0 0.0 0.0 0.001
H -3.547387 -3.473268 -0.780404 0.0 0.0 0.0 0.003
H -3.092160 -4.153097 -2.327158 0.0 0.0 0.0 0.001
H -4.452656 -1.431635 -1.951202 0.0 0.0 0.0 0.000
H -5.273089 -2.909479 -2.492910 0.0 0.0 0.0 0.001
H -4.026630 -2.144366 -3.499232 0.0 0.0 0.0 0.000
H 0.126184 -3.422581 -4.305143 0.0 0.0 0.0 0.001
H -1.495360 -4.012756 -4.030322 0.0 0.0 0.0 0.001
H 0.957921 -4.827887 -2.386943 0.0 0.0 0.0 0.000
H 0.190714 -5.829177 -3.634719 0.0 0.0 0.0 0.001
H -0.673410 -5.434989 -2.136223 0.0 0.0 0.0 0.000
H -4.668218 0.121101 3.459725 0.0 0.0 0.0 0.000
H -4.373721 -1.190420 2.338732 0.0 0.0 0.0 0.000
H -5.371102 1.601540 1.550732 0.0 0.0 0.0 0.000
H -6.378786 0.140326 1.633753 0.0 0.0 0.0 0.000
H -5.088140 0.286642 0.426741 0.0 0.0 0.0 0.001
N -2.299783 1.177138 -2.909399 -0.1 0.0 0.0 0.002
C -2.951848 1.751641 -1.726762 0.0 0.0 0.0 0.003
C -2.064732 2.705638 -0.909871 0.1 0.0 0.0 0.005
O -2.600091 3.724292 -0.457393 0.0 0.0 0.0 0.002
O -0.851168 2.368635 -0.732476 0.0 0.0 0.0 0.025
H -2.985320 1.019730 -3.635158 0.0 -0.1 0.0 0.000
H -1.877325 0.280824 -2.693038 0.1 0.0 0.0 0.000
H -3.283793 0.981652 -1.019437 -0.1 0.0 -0.1 0.001
H -3.832001 2.315782 -2.035115 0.0 0.1 0.0 0.000
I 2.318353 3.215120 -2.670462 0.0 0.0 0.0 0.012
C 1.004692 1.494469 -2.446740 0.0 0.0 0.0 -0.077
H 1.490733 0.743951 -3.067871 0.0 0.0 0.0 -0.002
H 0.092141 1.840883 -2.922728 0.0 0.0 0.0 -0.003
```
Forces are in eV/Å.

## Properties
Multiplicity = 5
Net charge = -2
Gap between HOMO and LUMO (spin up / spin down) = 3.94 / 5.42 eV
Relative energy (zero: lowest compared OMol25 entry of this formula, charge and spin) = 19.4 kcal/mol

No. 2
Molecular formula: C39H51AsN3OSSi4TcTe
Method: DFT, the ωB97M-V functional and the def2-TZVPD basis

XYZ file:
```
102
Properties=species:S:1:pos:R:3:forces:R:3:lowdin_spin:R:1
Tc -0.638189 2.306144 0.182016 0.1 0.2 0.3 1.076
O -0.567049 5.170949 3.035840 0.0 0.1 0.1 0.030
C -0.326668 4.254864 2.280432 -0.1 -0.1 0.0 0.011
N -1.247473 3.557061 1.555826 0.1 0.1 0.0 0.034
C -2.612512 4.037416 1.516464 0.0 -0.1 0.0 0.004
C -3.433801 3.101770 0.672431 0.0 0.0 0.0 0.005
C -4.820017 3.162798 0.676831 0.0 0.0 0.0 -0.001
C -5.543430 2.267019 -0.085793 0.0 0.0 0.0 0.006
C -4.863163 1.308143 -0.825134 0.0 0.0 0.0 0.000
C -3.487229 1.300709 -0.784039 0.0 0.0 0.0 0.003
N -2.779692 2.191140 -0.074333 0.0 0.0 0.1 -0.006
C 1.075087 3.740112 2.064033 0.0 0.0 0.0 0.005
C 2.114267 4.229963 2.826783 0.0 0.0 0.0 -0.001
C 3.387035 3.719531 2.622337 0.0 0.0 0.0 0.007
C 3.566939 2.736814 1.664453 0.0 0.0 0.0 -0.001
C 2.475178 2.301191 0.932897 0.0 0.1 0.0 0.004
N 1.250896 2.794523 1.121726 -0.1 0.0 0.0 -0.007
H -2.652502 5.048159 1.094818 0.0 0.0 0.0 0.003
H -3.035014 4.101073 2.521441 0.0 0.0 0.0 0.001
H -5.315425 3.906451 1.287024 0.0 0.0 0.0 0.000
H -6.625435 2.302473 -0.092302 0.0 0.0 0.0 0.000
H -5.385950 0.571750 -1.419750 0.0 0.0 0.0 0.000
H -2.912311 0.559844 -1.318709 0.0 0.0 0.0 0.000
H 1.898903 4.995687 3.558651 0.0 0.0 0.0 0.000
H 4.224654 4.082357 3.203829 0.0 0.0 0.0 0.000
H 4.539808 2.305780 1.471814 0.0 0.0 0.0 0.000
H 2.577546 1.541136 0.173700 0.0 0.0 0.0 0.000
S -0.579245 4.351889 -0.983183 0.0 0.1 -0.1 0.115
C -0.132279 4.202840 -2.682557 0.0 0.0 0.0 0.008
C -0.160929 5.345737 -3.485534 0.0 0.0 0.0 0.012
C 0.159803 5.247987 -4.827639 0.0 0.0 0.0 -0.002
C 0.506753 4.021932 -5.391562 0.0 0.0 0.0 0.013
C 0.538203 2.889472 -4.597415 0.0 0.0 0.0 -0.002
C 0.230456 2.989044 -3.243398 0.0 0.0 0.1 0.007
As 0.216185 1.495266 -2.041306 0.1 -0.1 -0.3 -0.019
C -0.733759 0.225736 -3.167616 0.0 0.0 0.0 0.000
C -1.961323 0.632868 -3.687825 0.0 0.0 0.0 0.000
C -2.669624 -0.199201 -4.540276 0.0 0.0 0.0 0.000
C -2.151365 -1.440748 -4.889251 0.0 0.0 0.0 0.000
C -0.920595 -1.838338 -4.391957 0.0 0.0 0.0 0.000
C -0.210441 -1.007210 -3.533266 0.0 0.0 0.0 0.000
C 2.040268 0.848991 -2.116722 0.0 0.0 -0.1 0.000
C 2.360813 -0.372251 -1.530226 0.1 0.0 0.0 -0.003
C 3.658790 -0.857375 -1.592474 0.0 0.0 0.0 0.000
C 4.654146 -0.104483 -2.201539 0.0 0.0 0.0 -0.001
C 4.345485 1.129339 -2.754108 0.0 0.0 0.0 0.000
C 3.039710 1.603474 -2.722685 0.0 0.0 0.0 -0.001
H -0.440386 6.298734 -3.055362 0.0 0.0 0.0 0.000
H 0.132795 6.136508 -5.445968 0.0 0.0 0.0 0.000
H 0.746549 3.954896 -6.444682 0.0 0.0 0.0 0.001
H 0.798480 1.928846 -5.026693 0.0 0.0 0.0 0.000
H -2.355512 1.614790 -3.450897 0.0 0.0 0.0 0.000
H -3.618855 0.127618 -4.945708 0.0 0.0 0.0 0.000
H -2.701424 -2.088512 -5.559869 0.0 0.0 0.0 0.000
H -0.502150 -2.795774 -4.676837 0.0 0.0 0.0 0.000
H 0.757929 -1.326822 -3.172142 0.0 0.0 0.0 0.000
H 1.599217 -0.946046 -1.013245 0.0 0.0 0.0 -0.004
H 3.893067 -1.824400 -1.165886 0.0 0.0 0.0 0.000
H 5.668678 -0.480963 -2.245158 0.0 0.0 0.0 0.000
H 5.119535 1.725069 -3.221153 0.0 0.0 0.0 0.000
H 2.809431 2.561200 -3.168905 0.0 0.0 0.0 0.000
C -3.192870 -3.222602 2.326038 0.0 0.0 0.0 0.000
Si -1.622886 -2.842595 3.275124 0.0 0.1 0.0 -0.014
C -1.937566 -1.389883 4.417623 0.0 0.0 0.0 -0.009
C -1.098089 -4.317433 4.305350 0.0 -0.1 0.1 -0.004
Si 0.132048 -2.383799 1.750631 0.2 0.1 0.1 -0.016
Te -0.759518 -0.098267 1.109685 -0.4 -0.2 -0.2 -0.239
Si -0.084857 -3.876733 -0.055417 0.0 0.0 0.1 -0.009
C -0.319289 -5.552445 0.755506 0.0 -0.1 0.0 -0.002
C 1.452594 -3.959802 -1.123786 0.0 -0.1 -0.1 -0.002
C -1.583667 -3.410448 -1.070448 0.0 0.0 0.0 -0.001
Si 2.151834 -2.177050 2.923978 0.0 -0.1 0.0 0.006
C 1.807615 -1.199734 4.484747 0.0 0.0 0.0 0.000
C 3.478723 -1.308172 1.931193 0.1 0.0 0.0 0.000
C 2.701169 -3.924158 3.331397 0.1 0.0 0.0 0.003
H -4.023562 -3.321975 3.031276 0.0 0.0 0.0 0.000
H -3.120290 -4.157266 1.764463 0.0 0.0 0.0 0.000
H -3.441624 -2.420021 1.626552 0.0 0.0 0.0 0.001
H -2.802481 -1.624362 5.046484 0.0 0.0 0.0 0.000
H -2.166926 -0.465041 3.881656 0.0 -0.1 0.0 -0.009
H -1.088347 -1.197214 5.076517 0.0 0.0 0.0 0.000
H -1.933035 -4.615031 4.947381 0.0 0.0 0.0 -0.001
H -0.256434 -4.068092 4.957016 0.0 0.0 0.0 0.000
H -0.818228 -5.183459 3.701227 0.0 0.1 0.0 0.000
H 0.488840 -5.782044 1.455954 0.0 0.0 0.0 0.000
H -0.320142 -6.331983 -0.012436 0.0 0.0 0.0 0.000
H -1.265765 -5.617362 1.297857 0.1 0.0 0.0 0.000
H 2.357212 -4.123503 -0.531800 0.0 0.0 0.0 0.000
H 1.601074 -3.072436 -1.739009 0.0 0.0 0.0 0.000
H 1.344274 -4.813768 -1.800501 0.0 0.0 0.0 0.000
H -2.497740 -3.467955 -0.474404 0.1 0.0 0.0 0.000
H -1.689875 -4.086422 -1.924542 0.0 0.0 0.0 0.000
H -1.498308 -2.392542 -1.459671 0.0 0.0 0.0 -0.001
H 1.249612 -0.283029 4.274247 0.0 0.0 0.0 0.000
H 2.750804 -0.915537 4.960366 0.0 0.0 0.0 0.000
H 1.234655 -1.786889 5.207057 0.0 0.0 0.0 0.000
H 3.121882 -0.371231 1.497649 0.0 -0.1 0.0 0.000
H 3.855443 -1.937719 1.123815 0.0 0.0 0.0 0.000
H 4.319274 -1.076628 2.592827 0.0 0.0 0.0 0.000
H 1.936750 -4.474274 3.886695 0.0 0.0 0.0 0.000
H 3.609258 -3.910128 3.941693 0.0 0.0 0.0 0.001
H 2.925580 -4.485938 2.419764 0.0 0.0 0.0 0.000
```
Forces are in eV/Å.

## Properties
Multiplicity = 2
Net charge = +1
Gap between HOMO and LUMO (spin up / spin down) = 5.56 / 6.48 eV
Relative energy (zero: lowest compared OMol25 entry of this formula, charge and spin) = 0.0 kcal/mol